A molecular structure, C5H7N at a distorted geometry, computed with ωB97M-V with the def2-TZVPD basis set.

Output
ΔE to the lowest compared entry with this formula, charge and spin ... 4.8982 eV
LUMO (spin up / spin down) ... -0.29 / -0.95 eV
Max |F| ... 3.084 eV/A

Geometry as XYZ:
```
13
Properties=species:S:1:pos:R:3:mulliken_charge:R:1
N 2.880 0.284 1.177 -0.461
C 2.092 -0.265 0.506 0.281
C 1.029 -0.641 -0.373 -0.314
C -0.307 -1.170 0.167 -0.582
C -1.463 0.404 0.084 -0.471
C -0.345 1.270 -0.450 -0.535
H 1.417 -1.059 -1.318 0.337
H -0.624 -2.101 -0.354 0.310
H -0.295 -1.274 1.237 0.320
H -2.345 0.343 -0.585 0.264
H -1.803 0.642 1.113 0.269
H 0.219 1.875 0.256 0.305
H -0.454 1.690 -1.459 0.276
```

A single C3H5NO2 molecule, computed with ωB97M-V with the def2-TZVPD basis set.

Output
Structure (SMILES) ... CNC(=O)C=O
ΔE to the lowest compared entry with this formula, charge and spin ... 0.7255 eV
LUMO ... -0.04 eV
Max |F| ... 0.646 eV/A

Geometry as XYZ:
```
11
Properties=species:S:1:pos:R:3:mulliken_charge:R:1
C -1.083 1.342 -0.040 -0.796
N 0.055 0.464 -0.215 -0.167
C 0.090 -0.770 0.321 0.521
O -0.769 -1.279 1.023 -0.600
C 1.366 -1.541 -0.019 0.053
O 2.184 -1.142 -0.812 -0.486
H -1.881 1.121 -0.764 0.265
H -1.485 1.205 0.971 0.280
H -0.760 2.382 -0.166 0.325
H 0.822 0.717 -0.824 0.257
H 1.461 -2.499 0.525 0.348
```

2 unconnected molecules or ions with the total composition C6H10O2 at a distorted geometry, computed with ωB97M-V with the def2-TZVPD basis set.

Output
ΔE to the lowest compared entry with this formula, charge and spin ... 6.1916 eV
LUMO (spin up / spin down) ... 0.75 / -0.36 eV
Max |F| ... 3.709 eV/A

Geometry as XYZ:
```
18
Properties=species:S:1:pos:R:3:mulliken_charge:R:1
C 0.465 0.967 0.293 0.025
C 2.817 0.656 1.380 -0.405
C 1.972 1.367 0.422 0.168
C -0.901 -1.678 -1.301 -1.324
C -2.370 -0.004 -0.238 -0.936
C -1.384 -1.068 -0.061 0.177
O -0.351 1.890 0.186 -0.545
O 3.060 0.574 0.053 -0.409
H -1.056 -1.458 1.020 0.297
H 3.489 1.216 2.099 0.240
H 2.364 -0.318 1.576 0.262
H 2.197 2.425 0.350 0.357
H -0.686 -0.904 -2.053 0.334
H -1.749 -2.207 -1.689 0.394
H -0.123 -2.281 -1.097 0.413
H -1.897 0.922 -0.014 0.260
H -3.166 -0.109 0.383 0.418
H -2.678 0.012 -1.311 0.273
```

A molecular structure, C4H7NO at a distorted geometry, computed with ωB97M-V with the def2-TZVPD basis set.

Output
ΔE to the lowest compared entry with this formula, charge and spin ... 3.4186 eV
LUMO ... 1.06 eV
Max |F| ... 1.065 eV/A

Geometry as XYZ:
```
13
Properties=species:S:1:pos:R:3:mulliken_charge:R:1
C 1.715 0.897 0.683 -0.718
C 0.046 -0.613 -0.702 -0.679
C -1.352 -1.127 -0.563 -0.111
N -1.743 0.258 -0.107 -0.450
C -0.364 0.511 -0.095 0.542
O 0.367 1.485 0.448 -0.393
H 2.219 0.395 -0.166 0.274
H 2.278 1.771 0.961 0.256
H 1.662 0.142 1.483 0.337
H 0.806 -0.735 -1.453 0.277
H -1.462 -1.847 0.261 0.196
H -1.841 -1.488 -1.464 0.242
H -2.342 0.389 0.703 0.227
```

A single C4H8O2 molecule, computed with ωB97M-V with the def2-TZVPD basis set.

Output
Structure (SMILES) ... O[C@H]1CCCO1
ΔE to the lowest compared entry with this formula, charge and spin ... 0.9831 eV
LUMO ... 0.92 eV
Max |F| ... 0.504 eV/A

Geometry as XYZ:
```
14
Properties=species:S:1:pos:R:3:mulliken_charge:R:1
O 0.797 -0.980 -1.568 -0.502
C 0.860 0.232 -0.850 0.199
C -0.563 0.750 -0.538 -0.836
C -0.866 0.126 0.842 -0.309
C 0.448 -0.592 1.204 -0.452
O 1.444 0.024 0.399 -0.407
H -0.097 -1.015 -1.920 0.311
H 1.509 0.936 -1.382 0.301
H -1.309 0.476 -1.297 0.332
H -0.553 1.841 -0.494 0.258
H -1.709 -0.571 0.815 0.277
H -1.103 0.903 1.573 0.242
H 0.745 -0.469 2.247 0.322
H 0.395 -1.663 0.970 0.264
```

A molecular structure, C4H6N2O at a distorted geometry, computed with ωB97M-V with the def2-TZVPD basis set.

Output
ΔE to the lowest compared entry with this formula, charge and spin ... 1.8338 eV
LUMO ... 0.90 eV
Max |F| ... 2.410 eV/A

Geometry as XYZ:
```
13
Properties=species:S:1:pos:R:3:mulliken_charge:R:1
C -2.152 0.486 0.094 -1.049
C -0.706 0.109 0.048 0.613
C -0.272 -1.145 -0.163 -0.421
N 1.045 -1.380 0.262 -0.559
C 1.444 -0.171 0.284 0.566
N 2.626 0.357 -0.077 -0.375
O 0.376 0.869 0.431 -0.437
H -2.390 1.519 -0.166 0.314
H -2.674 -0.181 -0.608 0.299
H -2.564 0.272 1.088 0.245
H -0.784 -1.914 -0.703 0.354
H 2.624 1.354 -0.103 0.222
H 3.428 -0.174 -0.387 0.228
```

A molecular structure, C4H12CsO4 at a distorted geometry, computed with ωB97M-V with the def2-TZVPD basis set.

Output
Total charge ... +2
ΔE to the lowest compared entry with this formula, charge and spin ... 0.3060 eV
LUMO (spin up / spin down) ... -6.79 / -13.50 eV
Spin multiplicity ... 2
Max |F| ... 3.047 eV/A

Geometry as XYZ:
```
21
Properties=species:S:1:pos:R:3:mulliken_charge:R:1
Cs 6.083 19.113 4.259 1.062
C 1.153 17.968 4.884 -0.590
C 2.586 18.350 5.382 0.073
O 2.776 19.731 5.757 -0.348
O 0.091 18.423 5.743 -0.152
H 1.048 16.891 4.757 0.393
H 0.958 18.503 3.954 0.395
H 3.240 18.242 4.517 0.000
H 3.009 17.698 6.147 0.353
H 2.099 20.198 5.262 0.370
H 0.063 17.824 6.492 0.421
C 5.262 15.080 4.713 -0.232
C 6.571 15.320 3.963 -0.317
O 7.680 15.332 4.888 -0.452
O 5.050 16.134 5.628 -0.438
H 5.340 14.103 5.191 0.327
H 4.527 15.047 3.909 0.234
H 6.605 16.296 3.480 -0.045
H 6.894 14.577 3.233 0.365
H 7.663 16.154 5.383 0.278
H 5.100 15.756 6.509 0.302
```